# C4H10N4

C4H10N4 in the gas phase (ωB97M-V with the def2-TZVPD basis set, the OMol25 dataset).

Geometry as XYZ:
```
18
C4H10N4 | the OMol25 dataset | ωB97M-V with the def2-TZVPD basis set
H -3.3644 0.1235 0.7389
N -2.7829 -0.7537 0.7354
C -1.7317 -0.4472 -0.0722
N -1.6292 0.6399 -0.9996
C -0.5814 -1.2742 -0.1425
C 0.7266 -0.8022 -0.2176
N 1.7497 -1.7059 -0.1947
N 1.1432 0.4560 -0.3150
C 1.0591 1.4840 0.6629
H -2.3364 1.3923 -1.2708
H -0.6418 1.1472 -1.3442
H -0.9599 -2.2961 0.0337
H 2.5381 -1.3511 0.4343
H 1.5558 -2.7375 0.0911
H 1.9921 0.6133 -0.8698
H 0.0733 1.6104 1.0659
H 1.2991 2.4621 0.1121
H 1.8908 1.4392 1.5521
```

Values from the calculation:
F_max: 5.63 eV/Å
Energy relative to the best compared isomer or geometry (same formula, charge and spin): 65.4 kcal/mol
Net charge: 0
2S+1: 1
SMILES string: [H]/N=C(N)/C=C(/N)NC
Kohn-Sham gap: 8.368 eV

---

# C24H23BN3O7P

4 unconnected molecules or ions with the total composition C24H23BN3O7P (ωB97M-V with the def2-TZVPD basis set, the OMol25 dataset).

Geometry as XYZ:
```
59
C24H23BN3O7P | the OMol25 dataset | ωB97M-V with the def2-TZVPD basis set
C 1.2436 -3.3935 2.0529
C -0.0158 -3.0961 1.2304
B -0.7774 -1.8162 1.6867
O -0.3004 -0.9514 2.6222
C -2.2318 -1.4779 1.0598
C -2.1818 -1.3998 -0.3832
N -2.0526 -1.2778 -1.5219
C -3.3106 -2.5008 1.5945
C -4.4405 -1.7833 2.1535
N -5.2946 -1.2133 2.6724
P -3.9333 -3.7522 0.3836
N -4.5202 -5.0547 1.0338
H 1.7945 -4.2408 1.6578
H 1.9064 -2.5294 2.0271
H 0.9979 -3.5648 3.0981
H -0.7272 -3.9244 1.3255
H 0.2555 -3.0335 0.1752
H -1.0150 -0.6610 3.2066
H -2.5217 -0.4819 1.3977
H -2.8647 -3.1113 2.3800
H -2.8510 -4.0171 -0.4698
H -4.8733 -3.0689 -0.4045
H -4.4836 -5.0210 2.0462
O 5.7266 3.0005 3.2467
C 5.4325 1.8919 2.8554
C 6.4732 0.9432 2.3838
C 6.1494 -0.2709 1.9495
C 4.7357 -0.7255 1.9197
O 4.4452 -1.8315 1.5154
C 3.6934 0.2214 2.3931
C 4.0191 1.4357 2.8283
H 7.4951 1.2991 2.4140
H 6.8872 -0.9807 1.5977
H 2.6683 -0.1252 2.3666
H 3.2817 2.1445 3.1773
O -0.3631 -0.6008 -5.2857
C -1.0967 0.3637 -5.3135
C -1.0241 1.3487 -6.4242
C -1.8221 2.4118 -6.4561
C -2.8201 2.6590 -5.3836
O -3.5489 3.6264 -5.4170
C -2.8895 1.6744 -4.2755
C -2.0943 0.6071 -4.2391
H -0.2898 1.1484 -7.1942
H -1.7879 3.1429 -7.2537
H -3.6244 1.8764 -3.5061
H -2.1341 -0.1211 -3.4341
O 0.9885 1.6736 2.5759
C 0.7153 2.2970 1.5708
C 0.8910 1.6859 0.2287
C 0.5889 2.3557 -0.8798
C 0.0648 3.7456 -0.8198
O -0.2115 4.3550 -1.8277
C -0.1082 4.3561 0.5249
C 0.1920 3.6836 1.6327
H 1.2748 0.6731 0.2081
H 0.7070 1.9305 -1.8687
H -0.4901 5.3687 0.5438
H 0.0727 4.1069 2.6220
```

Values from the calculation:
F_max: 1.84 eV/Å
Net charge: 0
2S+1: 1
SMILES string: CCB(O)[C@@H](C#N)[C@@H](C#N)[PH2]=N.O=C1C=CC(=O)C=C1.O=C1C=CC(=O)C=C1.O=C1C=CC(=O)C=C1
Kohn-Sham gap: 7.503 eV

---

# C36H30N6O12

6 unconnected molecules or ions with the total composition C36H30N6O12 (ωB97M-V with the def2-TZVPD basis set, the OMol25 dataset).

Geometry as XYZ:
```
84
C36H30N6O12 | the OMol25 dataset | ωB97M-V with the def2-TZVPD basis set
O 10.3586 25.8965 -8.3697
N 10.2947 24.6774 -8.6502
O 10.9842 24.2428 -9.5586
C 9.4717 23.6826 -7.9816
C 9.1725 22.4489 -8.5628
C 8.4616 21.5254 -7.7887
C 7.8222 21.9468 -6.6104
C 8.0398 23.1816 -6.0888
C 9.0065 23.9857 -6.7330
H 9.6308 22.1012 -9.4769
H 8.2181 20.5102 -8.0652
H 7.2089 21.2172 -6.1025
H 7.4939 23.5127 -5.2177
H 9.2898 24.9065 -6.2449
O 6.5167 24.6963 14.8404
N 7.3759 24.5279 15.7251
O 8.5891 24.6752 15.6296
C 6.8489 24.2056 17.0708
C 7.5221 23.4694 18.0304
C 7.0718 23.3827 19.3386
C 5.8480 23.9226 19.7343
C 5.0711 24.5006 18.6933
C 5.5543 24.6385 17.4137
H 8.5509 23.1476 17.9647
H 7.7491 22.8713 20.0065
H 5.5703 23.9684 20.7769
H 4.1718 25.0682 18.8812
H 5.0242 25.2121 16.6679
O 8.2194 21.3125 2.1511
N 7.1647 20.7730 2.5601
O 6.2827 20.2642 1.8450
C 7.0370 20.8074 4.0458
C 7.8723 21.6004 4.7706
C 7.7180 21.6505 6.1507
C 6.8669 20.7556 6.8473
C 6.0159 19.9382 6.0967
C 6.1393 19.9520 4.6871
H 8.5543 22.2696 4.2673
H 8.4577 22.1229 6.7801
H 6.7725 20.7521 7.9231
H 5.3778 19.2704 6.6565
H 5.6062 19.2366 4.0784
O 15.5980 21.2836 4.2981
N 15.3185 22.3631 3.7947
O 15.4523 22.5735 2.6108
C 14.6365 23.4098 4.6024
C 14.1932 24.5953 3.9960
C 13.5049 25.5358 4.7842
C 13.3904 25.3437 6.1796
C 14.0002 24.2506 6.8475
C 14.4902 23.2256 6.0123
H 14.2403 24.7484 2.9279
H 13.0957 26.4306 4.3388
H 12.8458 26.0873 6.7426
H 13.9357 24.1710 7.9226
H 14.9500 22.3349 6.4143
O -0.1373 16.3800 11.7898
N 0.3263 16.6503 12.8924
O -0.3138 16.9371 13.8694
C 1.7825 16.5338 12.9906
C 2.5320 17.3160 13.8984
C 3.8900 17.1731 14.0111
C 4.5623 16.3556 13.1084
C 3.8219 15.6714 12.1546
C 2.4413 15.6018 12.1839
H 2.0059 18.0228 14.5231
H 4.4213 17.8359 14.6781
H 5.6368 16.2474 13.1196
H 4.3367 14.9246 11.5684
H 1.9328 14.9462 11.4924
O 17.7319 21.1771 -5.9928
N 17.6698 22.3711 -6.1318
O 18.4843 23.0110 -6.8521
C 16.5268 23.0730 -5.5446
C 16.3712 24.4573 -5.7599
C 15.3342 25.1504 -5.2280
C 14.5310 24.6263 -4.2559
C 14.6409 23.2831 -3.9934
C 15.6243 22.4997 -4.6639
H 16.9549 24.9489 -6.5241
H 15.1870 26.1803 -5.5181
H 13.7167 25.1875 -3.8218
H 14.0976 22.8856 -3.1488
H 15.6162 21.4368 -4.4726
```

Values from the calculation:
F_max: 3.16 eV/Å
Energy relative to the best compared isomer or geometry (same formula, charge and spin): 65.5 kcal/mol
Net charge: 0
2S+1: 1
SMILES string: O=[N+]([O-])c1ccccc1.O=[N+]([O-])c1ccccc1.O=[N+]([O-])c1ccccc1.O=[N+]([O-])c1ccccc1.O=[N+]([O-])c1ccccc1.O=[N+]([O-])c1ccccc1
Kohn-Sham gap: 9.119 eV

---

# C4H9N3O5P

A gas-phase ion, C4H9N3O5P (charge -1) (ωB97M-V with the def2-TZVPD basis set, the OMol25 dataset).

Geometry as XYZ:
```
22
C4H9N3O5P | the OMol25 dataset | ωB97M-V with the def2-TZVPD basis set
C -0.2448 0.0843 1.1249
C 2.5032 0.0677 0.4876
C -0.0609 1.6029 -0.8022
C 1.4258 -0.4002 -0.5360
N -1.4783 -3.0014 0.3105
N 0.1415 0.2467 -0.1972
N -0.1107 -1.0338 1.6643
O 1.9500 0.9001 1.2560
O -1.0903 -0.3783 -2.4636
O 3.6428 -0.3668 0.3813
O -2.3958 -0.2215 -0.1967
O -0.8800 -2.2861 -0.7814
P -1.3071 -0.7366 -1.0387
H -0.8026 0.8593 1.7014
H 0.0790 1.4177 -1.9171
H -1.0927 2.0000 -0.5282
H 0.6939 2.2216 -0.3198
H 1.1749 -1.4884 -0.6555
H 1.6258 -0.1080 -1.5923
H -1.6160 -2.2662 1.0282
H -2.4523 -3.1634 0.0123
H 0.7066 -1.5395 1.3370
```

Values from the calculation:
F_max: 9.97 eV/Å
Net charge: -1
2S+1: 3
Kohn-Sham gap (alpha / beta): 5.682 / 6.376 eV
Expectation value of S²: 2.01

---

# C2H4O2Pb

A molecular structure, C2H4O2Pb (ωB97M-V with the def2-TZVPD basis set, the OMol25 dataset).

Geometry as XYZ:
```
9
C2H4O2Pb | the OMol25 dataset | ωB97M-V with the def2-TZVPD basis set
H -1.3763 -1.0240 0.1729
C -0.1831 0.7974 -0.8542
C -0.4039 -0.8689 0.7245
O 0.7958 -1.2499 0.4001
O 0.7408 1.4429 -0.1949
H -1.1923 1.2360 -0.8438
H -0.6197 -0.8409 1.8070
Pb 2.1783 0.2257 0.5863
H 0.0604 0.2818 -1.7979
```

Values from the calculation:
F_max: 4.44 eV/Å
Energy relative to the best compared isomer or geometry (same formula, charge and spin): 0.0 kcal/mol
Net charge: +1
2S+1: 2
Kohn-Sham gap (alpha / beta): 7.056 / 9.873 eV
Expectation value of S²: 0.75

---

# C2H7NO2Si

2 unconnected molecules or ions with the total composition C2H7NO2Si (ωB97M-V with the def2-TZVPD basis set, the OMol25 dataset).

Geometry as XYZ:
```
13
C2H7NO2Si | the OMol25 dataset | ωB97M-V with the def2-TZVPD basis set
C -0.4159 -1.4637 0.1973
C 0.1440 -0.1601 -0.2727
N 1.5517 -0.0145 -0.0917
O 2.0779 -0.7218 0.7500
O 2.1261 0.8560 -0.7145
Si -0.7740 1.4677 0.1807
H 0.1263 -2.3088 -0.2231
H -1.4653 -1.5411 -0.0700
H -0.3295 -1.5191 1.2822
H -0.0562 -0.0452 -1.8940
H 0.0200 2.5691 -0.3373
H -2.0899 1.3530 -0.4444
H -0.9153 1.5285 1.6374
```

Values from the calculation:
F_max: 5.14 eV/Å
Energy relative to the best compared isomer or geometry (same formula, charge and spin): 159.1 kcal/mol
Net charge: 0
2S+1: 1
Kohn-Sham gap: 10.318 eV

---

Computed calculated total energy (eV) in order:
-10268.0156; -54024.8114; -71309.9492; -28287.8143; -11470.8324; -15644.9823